C29H39N3O6 in the gas phase. Source: the OMol25 dataset; level of theory: ωB97M-V/def2-TZVPD.

Summary:
Strongest force on any atom ... 0.50 eV Å⁻¹
ΔE to the lowest compared entry with this formula, charge and spin ... 30.8 kcal per mole
HOMO-LUMO gap ... 8.73 eV

Last column: natural (NBO) charge in e.
Cartesian coordinates (Å):
H -5.513 -0.363 -3.205  0.1750
H 6.039 -4.739 -0.385  0.1752
H 2.326 5.109 2.082  0.2155
C 1.984 5.028 1.052  -0.4023
C 0.466 4.925 0.940  -0.4038
H 2.331 5.907 0.506  0.1988
C -1.576 0.218 -2.030  -0.2326
C -5.412 -0.007 1.143  -0.0714
O -4.194 -1.948 -3.444  -0.4900
C 0.520 -0.373 -0.728  -0.1789
H -0.708 3.927 -0.623  0.2141
O 0.915 -0.980 2.791  -0.6203
H -4.076 -2.620 2.457  0.1673
H -4.238 -1.583 0.242  0.1717
H 6.804 -4.110 1.103  0.1761
H -5.074 -0.011 3.715  0.1650
C -2.739 -0.140 -2.693  -0.2633
H 0.398 5.178 -1.198  0.2096
C -1.887 -1.195 1.590  -0.2216
H -2.475 -3.490 -2.444  0.2281
H 4.092 0.953 -1.871  0.2034
H 3.045 0.468 0.133  0.2280
H -0.032 5.882 1.088  0.2165
H 4.458 -4.120 1.230  0.2224
C -3.074 -1.482 -2.833  0.3046
H -5.809 -1.632 3.911  0.1928
C -0.728 -0.741 -1.499  0.0225
H -5.913 -1.615 -4.407  0.2034
H -4.648 -0.416 -4.769  0.1778
H 0.081 4.220 1.679  0.1928
O 1.616 1.073 -2.309  -0.6402
H 1.778 3.322 -1.667  0.2391
O 5.439 -0.271 -0.862  -0.4924
H -1.499 0.636 0.503  0.2106
H -3.371 0.637 -3.093  0.2145
C 4.575 -0.997 -0.110  0.3397
C -0.998 0.008 1.238  -0.2427
C 4.159 -3.118 0.970  -0.2973
N 0.916 2.007 -0.378  -0.6297
C 3.350 -0.543 0.343  -0.3030
C 2.928 -2.652 1.407  -0.1757
N 0.295 -0.402 0.710  -0.4573
C 6.691 -3.960 0.024  -0.2511
C 0.272 4.376 -0.470  -0.4113
H -3.579 0.054 0.014  0.2065
H -1.332 1.267 -1.941  0.2181
C -5.251 -0.984 3.233  -0.0729
C -2.212 -2.452 -2.317  -0.2562
C -3.905 -1.610 2.869  -0.2455
H 2.289 -3.288 1.999  0.2243
H 5.827 1.348 -1.965  0.2001
H -1.884 -1.914 0.756  0.1767
C 1.076 0.975 -1.226  0.6874
H -0.835 0.578 2.157  0.2277
H -1.455 -1.683 2.465  0.2230
C 1.400 3.344 -0.642  -0.0566
N -3.231 -0.749 1.911  -0.4516
H 1.287 -1.119 -0.965  0.2593
H -6.085 0.060 0.287  0.1891
O 6.208 -2.673 -0.272  -0.4787
H -3.289 -1.692 3.766  0.2080
C 1.190 -0.910 1.606  0.6795
C -1.057 -2.083 -1.664  -0.1936
C -5.106 -1.021 -3.981  -0.2522
H 4.921 1.701 -0.473  0.1680
H 0.521 1.838 0.535  0.4067
C 2.492 3.753 0.372  -0.4199
H -0.398 -2.845 -1.273  0.2183
H 3.453 3.909 -0.115  0.2183
H -5.242 0.998 1.558  0.1634
O -6.065 -0.811 2.095  -0.5233
C 4.991 -2.312 0.210  0.2632
C 5.030 1.001 -1.309  -0.2638
H 2.615 2.958 1.110  0.2080
H 7.668 -4.023 -0.453  0.2022
C 2.507 -1.374 1.083  -0.1552
C -4.067 -0.607 0.732  -0.2575

---

2 unconnected molecules or ions with the total composition C5H15NOP in a non-equilibrium geometry. Source: the OMol25 dataset; level of theory: ωB97M-V/def2-TZVPD.

Summary:
Strongest force on any atom ... 6.55 eV Å⁻¹
ΔE to the lowest compared entry with this formula, charge and spin ... 45.4 kcal per mole
Net charge ... +1
HOMO-LUMO gap ... 7.85 eV

Last column: natural (NBO) charge in e.
Cartesian coordinates (Å):
H -1.666 -3.607 0.596  0.2463
C 0.049 1.173 -1.397  -0.7501
H -2.172 -2.039 -0.305  0.2148
C -1.406 -2.532 0.331  -0.4345
O 0.787 -0.376 0.689  -1.0143
H 1.531 3.065 1.436  0.2572
C 1.182 0.420 -2.172  -0.6122
N -1.448 -1.765 1.465  -0.4167
H 2.252 1.633 1.237  0.2236
H 0.398 2.195 -1.527  0.2407
H -0.912 -1.982 2.376  0.4517
C -2.116 -0.616 1.445  0.0778
H -2.007 0.123 2.183  0.2483
H 1.714 -0.320 0.937  0.5030
H 2.053 1.098 -2.483  0.2245
C 1.504 2.250 0.851  -0.9304
P 0.072 1.116 0.473  1.0814
H 1.823 2.641 -0.115  0.2404
H -0.331 -2.466 -0.176  0.2641
H 0.761 -0.116 -2.950  0.2259
H -2.711 -0.596 0.573  0.2076
H -0.975 1.043 -1.875  0.2448
H 1.616 -0.341 -1.591  0.2061

---

C18H21NO3S in the gas phase in a non-equilibrium geometry. Source: the OMol25 dataset; level of theory: ωB97M-V/def2-TZVPD.

Summary:
Strongest force on any atom ... 6.25 eV Å⁻¹
ΔE to the lowest compared entry with this formula, charge and spin ... 129.6 kcal per mole
HOMO-LUMO gap ... 8.40 eV

Last column: natural (NBO) charge in e.
Cartesian coordinates (Å):
H 2.600 0.990 -3.791  0.2295
N 1.036 -0.120 -1.745  -0.3826
O 1.343 -1.246 3.323  -0.9304
H 4.128 0.920 -0.602  0.2311
H 3.589 -1.272 2.235  0.2510
C 3.649 -0.240 1.821  -0.6465
O -0.067 -1.807 -0.850  -0.6375
C -1.522 1.353 -1.025  -0.3715
S 0.701 -1.710 2.058  2.0899
H -1.597 0.587 -0.281  0.2175
H 0.312 0.232 -3.787  0.2252
C -0.006 0.182 -2.789  -0.2690
H -4.600 0.680 2.417  0.2185
C -1.024 -1.044 2.103  -0.3139
H -0.993 2.554 -4.024  0.1998
C 2.703 -0.244 0.593  0.1394
C 2.267 0.620 -1.590  0.3223
H -2.866 -3.841 1.676  0.2217
H -2.048 2.308 -0.925  0.1913
C -2.437 0.840 2.887  -0.2607
H -1.657 3.328 -2.609  0.2278
C 3.138 0.447 -0.524  -0.3548
C -3.554 0.255 2.299  -0.1682
C -2.321 -3.103 1.068  -0.6671
H 2.083 2.385 -2.812  0.2299
H -2.784 -3.089 0.042  0.2264
H 0.025 3.274 -2.740  0.2104
H 3.816 1.733 -2.583  0.2351
C -3.528 -1.097 1.752  -0.2304
H 3.356 0.549 2.543  0.2441
H -0.160 0.604 3.149  0.2532
C 1.442 -0.913 0.531  -0.3983
C -1.162 0.217 2.770  -0.1643
C -0.725 1.400 -2.225  -0.0107
C -0.806 2.686 -2.872  -0.6391
H -0.722 -0.651 -2.965  0.2727
O 0.815 -3.187 1.980  -0.9060
C 2.736 1.510 -2.773  -0.6569
H -2.530 1.818 3.315  0.2241
C 0.735 -0.913 -0.676  0.5951
H 4.644 0.011 1.620  0.2130
H -1.358 -3.615 0.889  0.2636
C -2.270 -1.730 1.704  0.0485
H -4.381 -1.662 1.411  0.2268

---

12 unconnected molecules or ions with the total composition C12H46N2O14 in a non-equilibrium geometry. Source: the OMol25 dataset; level of theory: ωB97M-V/def2-TZVPD.

Summary:
Strongest force on any atom ... 1.03 eV Å⁻¹
HOMO-LUMO gap ... 9.47 eV

Last column: Löwdin charge in e.
Cartesian coordinates (Å):
H -20.412 -1.009 18.674  0.0976
C -18.723 -1.301 13.185  -0.1274
H -12.594 5.533 14.698  0.0789
O -13.544 -2.111 14.157  -0.1170
O -15.123 -2.093 11.668  -0.1254
O -18.425 0.720 9.791  -0.1419
H -18.015 4.146 13.098  0.0628
H -12.634 4.037 13.778  0.0814
H -14.907 4.432 17.305  0.0777
N -17.287 5.621 11.761  -0.4391
H -15.275 -1.623 18.514  0.0781
H -20.660 3.797 14.391  0.0976
O -18.240 0.064 16.596  0.0448
O -17.985 5.229 10.847  0.0543
H -16.717 1.503 13.135  0.0733
C -16.213 -1.090 18.329  -0.1845
C -17.684 1.946 9.748  -0.1578
H -18.885 3.422 15.635  0.0391
H -18.257 -1.057 14.143  0.0473
C -20.160 2.318 13.148  -0.0609
O -19.851 3.363 14.105  -0.1685
H -18.285 0.363 10.680  0.0123
H -16.038 0.818 17.983  0.0401
O -15.247 1.985 14.476  -0.1337
H -19.508 5.413 16.953  0.0827
H -14.846 -0.617 14.763  0.0603
H -18.452 5.810 13.485  0.1001
C -17.651 5.169 13.125  0.0333
H -18.815 -2.391 13.138  0.0897
C -16.585 1.604 14.212  -0.1276
N -19.202 -0.542 17.006  -0.4133
O -19.966 -1.190 16.311  0.0722
C -13.860 -1.006 15.007  -0.1277
H -18.337 2.771 9.461  0.0666
O -15.988 2.629 17.256  -0.1614
H -21.183 2.427 12.797  0.0930
H -14.486 -1.928 12.376  0.0407
O -16.353 6.381 11.654  0.0830
H -17.229 2.139 10.721  0.0595
H -16.816 0.626 14.638  0.0537
H -13.850 -1.271 16.068  0.0765
H -17.103 -1.309 12.113  0.0545
H -14.112 -1.028 10.184  0.0817
H -16.762 5.236 13.747  0.0820
H -20.089 1.368 13.680  0.0727
H -16.909 1.872 8.981  0.0756
H -18.670 -1.056 18.956  0.0686
H -15.840 -1.042 10.024  0.0826
H -17.798 5.374 17.375  0.0839
O -16.099 0.247 18.771  -0.1159
H -13.124 -0.204 14.900  0.0844
H -13.090 -2.751 14.710  0.0847
H -15.163 2.068 15.440  0.0615
C -14.980 3.473 17.822  -0.1141
H -15.102 -0.044 11.297  0.0787
H -12.874 4.011 15.540  0.0653
H -14.869 3.879 14.346  0.0350
C -15.042 -0.998 10.764  -0.1525
H -16.838 3.114 17.281  0.0601
H -18.280 5.615 15.698  0.0625
H -14.054 2.910 17.825  0.0848
C -13.084 4.565 14.621  -0.1649
H -19.497 0.532 18.770  0.1103
H -19.723 -0.881 13.162  0.0738
H -17.299 2.335 14.598  0.0635
O -14.469 4.758 14.463  -0.1450
C -19.473 -0.510 18.467  0.0609
H -16.418 -1.178 17.259  0.0677
O -18.441 3.668 16.474  -0.1518
H -19.422 2.369 12.354  0.0748
H -17.018 -1.605 18.855  0.0531
H -15.267 3.739 18.845  0.0853
C -18.522 5.075 16.617  -0.1304
O -17.932 -0.809 12.111  -0.1433

---

Look up the strongest force on any atom of the first one.
0.50 eV Å⁻¹

---

Please write out number 3 again, unchanged.
C18H21NO3S in the gas phase in a non-equilibrium geometry. Source: the OMol25 dataset; level of theory: ωB97M-V/def2-TZVPD.

Summary:
Strongest force on any atom ... 6.25 eV Å⁻¹
ΔE to the lowest compared entry with this formula, charge and spin ... 129.6 kcal per mole
HOMO-LUMO gap ... 8.40 eV

Last column: natural (NBO) charge in e.
Cartesian coordinates (Å):
H 2.600 0.990 -3.791  0.2295
N 1.036 -0.120 -1.745  -0.3826
O 1.343 -1.246 3.323  -0.9304
H 4.128 0.920 -0.602  0.2311
H 3.589 -1.272 2.235  0.2510
C 3.649 -0.240 1.821  -0.6465
O -0.067 -1.807 -0.850  -0.6375
C -1.522 1.353 -1.025  -0.3715
S 0.701 -1.710 2.058  2.0899
H -1.597 0.587 -0.281  0.2175
H 0.312 0.232 -3.787  0.2252
C -0.006 0.182 -2.789  -0.2690
H -4.600 0.680 2.417  0.2185
C -1.024 -1.044 2.103  -0.3139
H -0.993 2.554 -4.024  0.1998
C 2.703 -0.244 0.593  0.1394
C 2.267 0.620 -1.590  0.3223
H -2.866 -3.841 1.676  0.2217
H -2.048 2.308 -0.925  0.1913
C -2.437 0.840 2.887  -0.2607
H -1.657 3.328 -2.609  0.2278
C 3.138 0.447 -0.524  -0.3548
C -3.554 0.255 2.299  -0.1682
C -2.321 -3.103 1.068  -0.6671
H 2.083 2.385 -2.812  0.2299
H -2.784 -3.089 0.042  0.2264
H 0.025 3.274 -2.740  0.2104
H 3.816 1.733 -2.583  0.2351
C -3.528 -1.097 1.752  -0.2304
H 3.356 0.549 2.543  0.2441
H -0.160 0.604 3.149  0.2532
C 1.442 -0.913 0.531  -0.3983
C -1.162 0.217 2.770  -0.1643
C -0.725 1.400 -2.225  -0.0107
C -0.806 2.686 -2.872  -0.6391
H -0.722 -0.651 -2.965  0.2727
O 0.815 -3.187 1.980  -0.9060
C 2.736 1.510 -2.773  -0.6569
H -2.530 1.818 3.315  0.2241
C 0.735 -0.913 -0.676  0.5951
H 4.644 0.011 1.620  0.2130
H -1.358 -3.615 0.889  0.2636
C -2.270 -1.730 1.704  0.0485
H -4.381 -1.662 1.411  0.2268

---

What is the HOMO-LUMO gap in the third record?
8.40 eV